No. 1
Formula: C3H2Cl2O
Source: the Open Molecules 2025 dataset
Level of theory: the ωB97M-V functional and the def2-TZVPD basis

E (eV): -30233.909
Strongest force on any atom (eV Å⁻¹): 3.19
Energy relative to the best compared isomer or geometry (same formula, charge and spin) (kcal per mole): 31.9
Gap between HOMO and LUMO (eV): 8.5
Highest occupied orbital energy (eV): -10.029

```
! RIJCOSX wB97M-V def2-TZVPD def2/J DEFGRID3
* xyz 0 1
C -0.79 0.46 0.86
Cl -1.33 0.94 -1.65
Cl 0.40 -1.15 2.27
O -1.55 1.07 1.48
H 1.21 -0.43 -1.78
C 0.87 -0.36 -0.76
H 1.46 -0.78 0.04
C -0.27 0.25 -0.45
*
```

No. 2
Formula: C6H10N
Source: the Open Molecules 2025 dataset
Level of theory: the ωB97M-V functional and the def2-TZVPD basis

E (eV): -7862.766
Strongest force on any atom (eV Å⁻¹): 2.95
Energy relative to the best compared isomer or geometry (same formula, charge and spin) (kcal per mole): 82.6
Gap between HOMO and LUMO (eV): 6.6
Highest occupied orbital energy (eV): -13.609

```
! RIJCOSX wB97M-V def2-TZVPD def2/J DEFGRID3
* xyz 1 1
C -1.00 0.51 -0.06
C -0.85 1.86 -0.43
C -0.10 -1.72 -0.34
N 3.11 0.56 0.63
C 0.12 -0.36 -0.39
H -2.69 0.49 1.18
H 3.15 1.46 1.08
C -2.28 -0.16 0.35
H 3.34 0.62 -0.31
H -1.99 -1.14 0.78
C -0.16 -2.91 -0.37
H -1.68 2.52 -0.51
H -0.13 2.36 -1.02
H -0.55 -3.89 -0.65
H 3.70 -0.11 1.14
H -3.06 -0.23 -0.50
H 1.08 0.14 -0.58
*
```

No. 3
Formula: C49H45CoN2O2P2STe
Source: the Open Molecules 2025 dataset
Level of theory: the ωB97M-V functional and the def2-TZVPD basis

E (eV): -132942.239
Strongest force on any atom (eV Å⁻¹): 0.60
Energy relative to the best compared isomer or geometry (same formula, charge and spin) (kcal per mole): 7.4
Gap between HOMO and LUMO (spin up / spin down) (eV): 7.0 / 7.0
Highest occupied orbital energy (spin up / spin down) (eV): -12.396 / -12.396

```
! RIJCOSX wB97M-V def2-TZVPD def2/J DEFGRID3
* xyz 2 1
H -0.24 1.47 4.96
C -1.13 1.38 -1.47
H -4.64 4.00 0.47
H -1.26 3.17 -2.68
H -4.35 0.86 3.34
H -4.00 -6.36 -1.09
C -4.04 1.30 2.41
H -2.90 1.73 -5.20
C 3.41 -2.70 -0.67
C 4.61 3.90 0.08
C 0.30 2.63 1.72
H 2.55 1.85 4.15
H 2.57 0.90 -6.38
C 0.00 0.71 -5.66
C -4.58 -5.44 -1.15
C 0.56 -0.43 4.34
H 5.04 4.89 -0.01
H -1.89 -4.01 -1.46
C -3.05 0.70 1.67
C 2.51 0.46 -5.39
C 5.08 3.03 1.04
H -3.55 -1.31 -1.57
C -4.65 2.49 1.96
C -1.67 2.63 -1.83
H -6.40 -6.45 -1.66
N -1.45 -0.41 -4.12
H 2.96 1.16 -4.68
C -2.61 1.24 0.43
H 1.59 5.66 2.47
H -0.76 0.71 7.24
C -4.03 -1.74 -0.68
H 5.72 -0.30 0.01
C 4.26 -3.69 -1.12
C -4.72 -3.05 -0.96
H -0.28 1.02 -2.04
H 4.90 1.09 1.93
C 5.63 -3.47 -1.16
H 2.91 4.28 4.04
C 2.18 3.82 3.39
C 0.82 -1.75 4.72
C 0.53 -2.17 6.01
C -5.93 -5.50 -1.47
H -2.15 -4.95 0.03
H -3.28 0.14 -5.84
H -3.15 4.10 -1.38
H -4.65 -1.00 -0.19
H -0.44 2.17 1.08
H 5.88 3.33 1.71
C -1.60 0.65 -0.41
Te -2.41 -2.32 0.58
H 1.63 -0.98 -3.41
C 3.02 2.26 -0.66
S -0.51 -1.94 -2.13
O -0.24 -0.46 1.75
C 1.10 0.21 -5.01
C -4.21 3.07 0.81
O 1.48 -0.35 -0.40
H -2.33 1.29 -6.82
P 0.85 0.08 2.66
H -7.73 -4.37 -1.76
C -0.02 0.45 5.25
H 2.33 -2.86 -0.67
C 1.44 4.59 2.51
C 3.58 3.52 -0.77
C 3.50 1.37 0.30
C -6.68 -4.33 -1.52
C -2.51 -4.12 -0.57
P 2.78 -0.26 0.38
C -0.39 -0.88 -3.49
H 0.12 1.33 -6.53
C -3.97 -4.22 -0.90
H 2.20 1.96 -1.30
C 1.98 2.45 3.45
Co -0.46 -0.83 -0.12
C -0.31 0.02 6.54
H -5.43 2.95 2.55
H 3.20 4.21 -1.51
H 3.25 -0.32 2.78
H 2.35 -1.73 2.21
H -0.09 4.60 1.00
C 3.93 -1.48 -0.24
H -6.66 -2.20 -1.29
H 3.09 -0.46 -5.38
H -0.26 -1.61 7.92
C 0.50 4.00 1.68
C -3.18 2.48 0.03
C 1.04 1.85 2.61
C 4.53 1.76 1.16
N 0.86 -0.58 -3.93
C -1.28 0.38 -5.18
H 6.29 -4.25 -1.51
H 3.85 -4.64 -1.46
C -6.08 -3.11 -1.26
C -2.70 3.15 -1.11
H 0.75 -3.19 6.30
C -2.52 0.91 -5.82
C -0.03 -1.28 6.91
H 7.22 -2.08 -0.78
H 1.26 -2.45 4.03
C 2.43 -0.64 2.13
C 6.15 -2.25 -0.74
C 5.31 -1.25 -0.29
H -2.56 -0.16 2.10
*
```

Q: The highest energy relative to the best compared isomer or geometry (same formula, charge and spin) belongs to which entry?
A: C6H10N